Below is one molecule with the formula C7H9NO at a distorted geometry, with properties calculated with ωB97M-V/def2-TZVPD.

Results
Charge = 0
Molecular weight = 123.15 g mol⁻¹
ΔE to the lowest compared entry with this formula, charge and spin = 133.8 kcal/mol
Energy = -401.9278 hartree
Gap between HOMO and LUMO = 9.408 eV
SMILES string = O=CN1C=CC[C@H]2C[C@@H]21

Last column: natural (NBO) charge in e.
Element x y z (Å)
C (-0.328, -0.029, 2.090)  0.55
C (1.127, 0.571, 0.351)  -0.04
C (1.622, 0.329, -0.948)  -0.26
C (0.678, 0.177, -2.163)  -0.45
C (-0.815, 0.164, -1.519)  -0.23
C (-1.844, -0.941, -1.158)  -0.36
C (-0.705, -0.785, -0.304)  -0.09
H (-1.335, -0.560, 2.596)  0.12
H (1.755, 0.812, 1.323)  0.26
H (2.645, 0.717, -0.798)  0.24
H (0.982, 0.973, -2.938)  0.23
H (1.144, -0.556, -2.714)  0.22
H (-0.903, 1.210, -1.243)  0.23
H (-1.833, -1.813, -1.723)  0.23
H (-2.773, -0.463, -0.629)  0.23
H (-0.211, -1.591, -0.684)  0.19
N (-0.097, -0.034, 0.777)  -0.45
O (0.349, 0.574, 2.909)  -0.62



Below is one molecule with the formula C7H9NO at a distorted geometry, with properties calculated with ωB97M-V/def2-TZVPD.

Results
Charge = 0
Molecular weight = 123.15 g mol⁻¹
ΔE to the lowest compared entry with this formula, charge and spin = 106.9 kcal/mol
Energy = -401.9707 hartree
Gap between HOMO and LUMO = 8.431 eV
SMILES string = C#C/C(N)=C(\C)C(C)=O

Last column: natural (NBO) charge in e.
Element x y z (Å)
C (-0.625, -2.463, -0.031)  -0.72
C (-1.611, 0.404, -0.183)  -0.63
C (0.249, -1.323, -0.517)  0.57
C (0.909, 0.886, -0.346)  0.22
C (-0.155, 0.065, -0.054)  -0.19
N (2.221, 0.642, -0.247)  -0.78
C (0.439, 2.000, 0.661)  -0.06
C (0.354, 3.061, 1.222)  -0.26
O (1.138, -1.626, -1.307)  -0.60
H (2.510, -0.252, -0.636)  0.43
H (2.840, 1.361, 0.091)  0.41
H (-0.880, -2.347, 1.020)  0.22
H (-1.555, -2.472, -0.598)  0.23
H (-0.119, -3.413, -0.188)  0.23
H (-2.177, -0.083, 0.612)  0.22
H (-2.028, 0.097, -1.140)  0.22
H (-1.777, 1.473, -0.070)  0.24
H (0.266, 3.990, 1.710)  0.23